1.
{
  "formula": "C18H42MgN3O9S4",
  "method": "the ωB97M-V functional and the def2-TZVPD basis",
  "symbols": ["Mg", "N", "O", "O", "O", "C", "C", "N", "H", "H", "H", "C", "C", "N", "H", "H", "H", "C", "S", "O", "C", "H", "H", "H", "H", "H", "H", "C", "S", "O", "C", "H", "H", "H", "H", "H", "H", "C", "S", "O", "C", "H", "H", "H", "H", "H", "H", "C", "S", "O", "C", "H", "H", "H", "H", "H", "H", "C", "C", "O", "C", "H", "H", "H", "H", "H", "H", "C", "C", "O", "C", "H", "H", "H", "H", "H", "H"],
  "xyz": [[2.220, -20.688, 9.845], [2.574, -22.977, 8.861], [2.715, -21.898, 8.184], [2.719, -24.055, 8.342], [2.253, -22.792, 10.061], [3.478, -24.895, 12.030], [3.694, -24.098, 13.237], [3.900, -23.467, 14.169], [3.614, -25.952, 12.244], [4.177, -24.507, 11.293], [2.453, -24.720, 11.707], [2.929, -23.534, 5.125], [1.643, -22.952, 4.774], [0.635, -22.482, 4.493], [2.807, -24.358, 5.824], [3.544, -22.792, 5.631], [3.439, -23.915, 4.243], [0.739, -27.381, 8.796], [-0.550, -27.060, 7.558], [-1.749, -26.591, 8.302], [0.226, -25.578, 6.856], [0.378, -28.231, 9.372], [0.831, -26.522, 9.462], [1.695, -27.617, 8.332], [-0.420, -25.184, 6.076], [1.205, -25.802, 6.433], [0.365, -24.881, 7.682], [-0.821, -19.214, 7.679], [-0.939, -20.662, 8.750], [0.401, -20.725, 9.454], [-0.910, -21.902, 7.447], [-1.595, -19.170, 6.919], [0.170, -19.239, 7.226], [-0.867, -18.336, 8.322], [-1.666, -21.669, 6.695], [-1.077, -22.897, 7.850], [0.033, -21.835, 6.898], [0.649, -21.887, 13.463], [1.317, -20.278, 13.049], [2.014, -20.499, 11.715], [-0.222, -19.466, 12.641], [1.479, -22.530, 13.753], [0.184, -22.360, 12.596], [-0.092, -21.753, 14.249], [-0.023, -18.573, 12.046], [-0.762, -19.159, 13.534], [-0.810, -20.126, 12.004], [5.668, -20.997, 12.252], [5.584, -20.425, 10.526], [4.126, -20.486, 10.130], [5.897, -18.679, 10.857], [4.709, -20.785, 12.717], [6.465, -20.408, 12.706], [5.941, -22.046, 12.314], [5.434, -18.129, 10.039], [6.969, -18.502, 10.885], [5.405, -18.379, 11.781], [5.886, -24.960, 7.822], [5.971, -24.250, 6.489], [5.806, -24.847, 5.451], [6.354, -22.792, 6.479], [5.064, -24.508, 8.380], [6.804, -24.777, 8.383], [5.726, -26.019, 7.655], [5.625, -22.242, 7.088], [6.378, -22.421, 5.460], [7.314, -22.618, 6.969], [2.123, -18.939, 4.764], [3.494, -18.565, 5.249], [3.955, -17.462, 5.103], [4.300, -19.672, 5.896], [1.643, -18.098, 4.271], [1.560, -19.142, 5.686], [2.065, -19.850, 4.172], [4.391, -20.498, 5.186], [3.954, -20.047, 6.862], [5.319, -19.325, 6.084]],
  "mulliken_charge": [0.73, 0.76, -0.30, -0.56, -0.50, -0.14, 0.26, -0.50, 0.44, -0.06, 0.06, 0.36, 0.18, -0.58, -0.12, -0.36, 0.57, -0.70, 0.45, -0.61, -0.40, 0.39, 0.04, 0.33, 0.45, 0.30, -0.31, -0.44, 0.30, -0.29, -0.55, 0.42, -0.33, 0.39, 0.52, 0.31, -0.14, -0.70, 0.42, -0.38, -0.94, 0.13, 0.20, 0.46, 0.32, 0.49, 0.17, -0.81, 0.35, 0.03, -1.06, 0.10, 0.51, 0.30, 0.35, 0.41, 0.33, -0.62, 0.85, -0.56, -0.88, -0.26, 0.43, 0.31, -0.08, 0.29, 0.51, -0.29, 0.56, -0.56, -0.48, 0.36, -0.47, 0.32, 0.25, -0.14, 0.41],
  "lumo_ev": -2.7,
  "total_energy_ha": -3345.026622,
  "total_charge": 1,
  "relative_energy_ev": 0.000,
  "max_force_ev_per_a": 1.6,
  "mol_weight_g_mol": 597.1
}

2.
{
  "formula": "C18H43BIN9O22",
  "method": "the ωB97M-V functional and the def2-TZVPD basis",
  "symbols": ["C", "C", "O", "O", "C", "O", "C", "B", "C", "C", "O", "C", "C", "C", "I", "H", "H", "H", "H", "H", "H", "H", "H", "H", "H", "H", "H", "H", "H", "H", "H", "C", "N", "O", "O", "H", "H", "H", "C", "N", "O", "O", "H", "H", "H", "C", "N", "O", "O", "H", "H", "H", "C", "N", "O", "O", "H", "H", "H", "C", "N", "O", "O", "H", "H", "H", "C", "N", "O", "O", "H", "H", "H", "C", "N", "O", "O", "H", "H", "H", "C", "N", "O", "O", "H", "H", "H", "C", "N", "O", "O", "H", "H", "H"],
  "xyz": [[0.577, 1.964, 7.330], [-0.141, 2.264, 6.047], [-1.309, 2.609, 5.993], [0.617, 2.146, 4.900], [1.104, 0.822, 4.671], [2.284, 0.665, 4.497], [0.041, -0.226, 4.621], [0.271, -1.390, 3.558], [-0.768, -2.580, 3.635], [-2.155, -2.027, 3.362], [-3.028, -3.063, 2.956], [1.437, -1.392, 2.521], [1.168, -2.119, 1.189], [1.436, -1.206, -0.007], [3.348, -1.516, -0.903], [1.608, 2.288, 7.260], [0.089, 2.503, 8.127], [0.527, 0.905, 7.544], [-0.926, 0.241, 4.459], [-0.010, -0.694, 5.603], [-0.528, -3.385, 2.953], [-0.724, -2.980, 4.646], [-2.121, -1.229, 2.616], [-2.528, -1.561, 4.274], [-3.779, -2.653, 2.529], [2.283, -1.852, 3.033], [1.777, -0.386, 2.294], [1.818, -2.978, 1.103], [0.150, -2.478, 1.085], [0.723, -1.419, -0.790], [1.335, -0.162, 0.243], [1.520, 0.661, -4.683], [0.881, -0.610, -4.261], [0.258, -0.622, -3.226], [1.017, -1.567, -4.999], [1.309, 1.416, -3.936], [2.587, 0.480, -4.768], [1.078, 0.903, -5.648], [-1.613, -1.239, -6.958], [-0.898, -0.194, -7.738], [-0.807, -0.324, -8.931], [-0.429, 0.742, -7.105], [-1.965, -2.000, -7.640], [-0.902, -1.644, -6.243], [-2.440, -0.755, -6.454], [3.730, -5.052, -3.896], [2.590, -5.317, -2.977], [2.702, -4.985, -1.819], [1.613, -5.850, -3.457], [4.524, -4.578, -3.335], [4.051, -6.010, -4.292], [3.363, -4.408, -4.690], [-3.033, 3.362, -7.373], [-3.610, 2.102, -6.834], [-4.181, 2.142, -5.769], [-3.454, 1.108, -7.508], [-3.239, 4.160, -6.672], [-1.965, 3.197, -7.490], [-3.500, 3.546, -8.335], [4.917, -7.659, 0.011], [5.239, -7.458, -1.426], [5.156, -8.410, -2.169], [5.550, -6.337, -1.760], [4.651, -8.698, 0.160], [5.800, -7.389, 0.581], [4.089, -6.997, 0.248], [-2.260, 5.135, 4.273], [-2.795, 6.501, 4.526], [-3.915, 6.754, 4.152], [-2.059, 7.278, 5.102], [-3.021, 4.561, 3.759], [-1.368, 5.246, 3.665], [-2.019, 4.693, 5.231], [-1.966, -5.568, -5.683], [-2.549, -4.437, -6.456], [-2.489, -4.480, -7.664], [-3.042, -3.535, -5.815], [-1.564, -6.288, -6.385], [-1.188, -5.158, -5.046], [-2.764, -5.997, -5.087], [-1.892, 9.294, 7.478], [-2.407, 10.665, 7.743], [-3.530, 10.930, 7.377], [-1.660, 11.430, 8.313], [-2.657, 8.729, 6.966], [-1.005, 9.393, 6.862], [-1.646, 8.854, 8.440], [1.089, 2.943, 1.818], [1.414, 3.120, 0.375], [1.365, 2.142, -0.340], [1.709, 4.236, 0.016], [0.846, 1.900, 1.988], [1.962, 3.242, 2.389], [0.244, 3.587, 2.041]],
  "mulliken_charge": [-1.08, 0.73, -0.59, -0.17, 0.35, -0.51, -0.52, -0.04, -0.63, -0.56, -0.52, -0.68, -0.52, -0.73, -0.05, 0.37, 0.36, 0.28, 0.45, 0.25, 0.48, 0.39, 0.39, 0.27, 0.32, 0.37, 0.50, 0.39, 0.22, 0.45, 0.07, -0.60, 1.01, -0.55, -0.59, 0.27, 0.29, 0.21, -0.69, 1.03, -0.58, -0.64, 0.29, 0.25, 0.30, -0.81, 0.94, -0.46, -0.57, 0.29, 0.31, 0.30, -0.73, 0.90, -0.54, -0.51, 0.31, 0.27, 0.29, -0.73, 0.88, -0.54, -0.48, 0.31, 0.30, 0.27, -0.64, 0.91, -0.54, -0.54, 0.29, 0.26, 0.26, -0.75, 0.89, -0.53, -0.50, 0.30, 0.31, 0.28, -0.66, 0.88, -0.52, -0.54, 0.29, 0.26, 0.29, -0.31, 1.06, -0.59, -0.59, -0.18, 0.37, 0.19],
  "lumo_ev": -0.2,
  "total_energy_ha": -3181.432765,
  "smiles": "CC(=O)OC(=O)CB(CCO)CCCI.C[N+](=O)[O-].C[N+](=O)[O-].C[N+](=O)[O-].C[N+](=O)[O-].C[N+](=O)[O-].C[N+](=O)[O-].C[N+](=O)[O-].C[N+](=O)[O-].C[N+](=O)[O-]",
  "max_force_ev_per_a": 2.1,
  "mol_weight_g_mol": 875.3
}

3.
{
  "formula": "C18H43BrN8O5P2S",
  "method": "the ωB97M-V functional and the def2-TZVPD basis",
  "symbols": ["C", "O", "C", "Br", "C", "O", "C", "N", "O", "C", "N", "C", "S", "H", "H", "H", "H", "H", "H", "H", "C", "N", "C", "P", "O", "N", "C", "C", "N", "C", "C", "H", "H", "H", "H", "H", "H", "H", "H", "H", "H", "H", "H", "H", "H", "H", "H", "H", "H", "C", "N", "C", "P", "O", "N", "C", "C", "N", "C", "C", "H", "H", "H", "H", "H", "H", "H", "H", "H", "H", "H", "H", "H", "H", "H", "H", "H", "H"],
  "xyz": [[0.312, -3.493, -4.953], [1.690, -3.233, -5.190], [2.235, -2.238, -4.408], [1.298, -0.527, -4.561], [2.401, -2.701, -2.918], [3.825, -2.737, -2.626], [4.281, -1.612, -2.170], [4.712, -0.626, -1.758], [1.738, -1.867, -2.051], [0.958, -2.561, -1.073], [0.113, -1.596, -0.383], [-0.751, -1.096, -1.086], [-1.727, -0.253, -1.956], [-0.327, -2.851, -5.558], [0.027, -3.386, -3.903], [0.138, -4.529, -5.236], [3.234, -2.043, -4.787], [2.010, -3.714, -2.834], [1.645, -2.967, -0.331], [0.342, -3.348, -1.512], [-2.135, -4.844, 4.289], [-0.698, -5.008, 4.414], [-0.242, -6.202, 3.722], [0.365, -3.671, 4.147], [0.203, -3.521, 2.657], [-0.245, -2.148, 4.597], [-1.368, -1.962, 5.482], [-0.096, -1.100, 3.590], [1.163, -3.875, 5.688], [2.612, -3.622, 5.601], [0.912, -5.000, 6.583], [-2.625, -5.799, 4.487], [-2.445, -4.493, 3.295], [-2.522, -4.158, 5.039], [0.823, -6.372, 3.914], [-0.376, -6.133, 2.636], [-0.778, -7.080, 4.090], [-2.324, -2.014, 4.946], [-1.312, -0.981, 5.964], [-1.372, -2.698, 6.288], [-0.859, -1.167, 2.805], [0.878, -1.143, 3.114], [-0.185, -0.123, 4.072], [3.142, -4.433, 5.090], [3.043, -3.499, 6.594], [2.795, -2.697, 5.047], [1.239, -5.966, 6.183], [-0.140, -5.065, 6.842], [1.460, -4.816, 7.511], [-0.082, 5.954, -4.919], [-1.236, 5.968, -4.037], [-2.473, 6.126, -4.787], [-1.390, 4.792, -2.792], [-1.738, 3.551, -3.554], [0.079, 4.319, -2.085], [1.302, 5.088, -2.136], [0.357, 2.888, -2.033], [-1.649, 5.973, -1.532], [-2.640, 5.520, -0.543], [-1.822, 7.398, -1.792], [-0.171, 6.768, -5.642], [0.030, 5.010, -5.470], [0.836, 6.151, -4.370], [-3.322, 6.242, -4.104], [-2.683, 5.266, -5.434], [-2.430, 7.029, -5.400], [1.867, 4.893, -3.055], [1.945, 4.828, -1.291], [1.110, 6.159, -2.056], [0.750, 2.510, -2.986], [-0.542, 2.328, -1.796], [1.088, 2.673, -1.251], [-3.662, 5.549, -0.938], [-2.598, 6.137, 0.355], [-2.423, 4.491, -0.243], [-2.742, 7.641, -2.336], [-0.975, 7.801, -2.337], [-1.856, 7.911, -0.828]],
  "mulliken_charge": [-0.57, -0.40, -0.14, -0.12, -0.03, -0.47, 0.57, -0.48, -0.13, -0.52, -0.33, 0.58, -0.30, 0.32, 0.23, 0.26, 0.47, 0.45, 0.35, 0.29, -0.98, 0.20, -1.16, 0.63, -0.86, 0.26, -1.07, -0.99, 0.11, -1.05, -0.91, 0.38, 0.24, 0.27, 0.37, 0.30, 0.35, 0.37, 0.36, 0.26, 0.30, 0.29, 0.35, 0.34, 0.38, 0.32, 0.28, 0.26, 0.41, -0.99, 0.27, -1.15, 0.53, -0.95, 0.38, -1.04, -0.97, 0.18, -1.02, -0.93, 0.37, 0.27, 0.26, 0.36, 0.31, 0.34, 0.38, 0.35, 0.25, 0.37, 0.07, 0.37, 0.33, 0.37, 0.31, 0.28, 0.27, 0.41],
  "lumo_ev": 0.4,
  "total_energy_ha": -5180.652316,
  "smiles": "CO[C@@H](Br)[C@@H](OC#N)OCN=C=S.CN(C)P(=O)(N(C)C)N(C)C.CN(C)P(=O)(N(C)C)N(C)C",
  "max_force_ev_per_a": 5.5,
  "mol_weight_g_mol": 625.5
}

> Number 1 is which compound?

C18H42MgN3O9S4